64
Properties=species:S:1:pos:R:3:forces:R:3:nbo_charge:R:1 method="wB97M-V/def2-TZVPD" e_lumo_ev=-4.51 gap_ev=5.953 total_charge=+1 fmax_ev_per_a=4.12 e_tot_ha=-2632.71651
C 1.1494 1.6350 0.9692 0.80 1.58 -1.41 -0.36
C 1.8178 0.8834 -0.0664 -1.33 1.93 -0.12 -0.34
C 1.0602 1.0273 -1.2808 0.41 1.39 1.45 -0.29
H 2.8219 0.5265 0.0072 0.15 -0.78 0.18 0.28
C -0.0579 1.8807 -1.0192 1.35 0.65 0.62 -0.31
C -0.0240 2.2701 0.3735 1.88 1.08 -0.53 -0.45
H -0.5668 3.1057 0.8363 -0.13 -0.90 -0.21 0.29
H 1.5971 1.9145 1.9294 -0.55 -0.58 -0.29 0.29
H 1.4190 0.7252 -2.2384 -0.32 -0.66 -0.44 0.28
H -0.7709 2.2168 -1.7508 -0.21 -0.13 -0.02 0.28
Hf -0.4451 0.0732 0.3917 -2.24 -3.45 0.14 2.20
Cl -1.5114 -0.8218 -1.5978 -0.01 0.37 1.13 -0.42
P 1.1503 -2.8949 -2.1560 0.50 -0.58 -0.08 0.77
C 1.4559 -2.6769 -3.9564 -0.12 0.49 -0.21 -0.25
C 2.6305 -3.0933 -4.6046 -0.35 0.09 -0.12 -0.25
H 3.4334 -3.5724 -4.0385 -0.29 0.16 -0.20 0.23
C 2.7639 -2.9080 -5.9849 -0.24 0.12 0.05 -0.19
H 3.6725 -3.2486 -6.4821 -0.25 0.12 0.09 0.22
C 1.7399 -2.2978 -6.7209 0.05 -0.10 0.30 -0.20
H 1.8529 -2.1529 -7.7988 -0.06 -0.07 0.40 0.23
C 0.5753 -1.8698 -6.0705 0.05 0.00 -0.02 -0.21
H -0.2284 -1.3993 -6.6409 0.27 -0.12 0.15 0.22
C 0.4332 -2.0395 -4.6932 0.56 -0.28 -0.02 -0.24
H -0.4637 -1.6904 -4.1746 0.23 -0.14 -0.23 0.22
C 2.8043 -3.4570 -1.5934 0.21 0.16 0.28 -0.25
C 3.7381 -2.4410 -1.2900 -0.05 -0.84 0.02 -0.26
H 3.4517 -1.3925 -1.4054 0.11 -0.27 0.00 0.19
C 5.0177 -2.7868 -0.8572 0.01 0.02 -0.01 -0.20
H 5.7380 -1.9997 -0.6275 -0.15 -0.25 -0.06 0.22
C 5.3795 -4.1327 -0.7144 -0.27 -0.04 -0.09 -0.21
H 6.3840 -4.3990 -0.3733 -0.38 0.12 -0.14 0.23
C 4.4478 -5.1360 -1.0052 0.01 0.24 0.03 -0.20
H 4.7199 -6.1862 -0.9026 -0.02 0.27 0.02 0.23
C 3.1571 -4.8050 -1.4329 0.30 0.35 -0.02 -0.24
H 2.4355 -5.5949 -1.6543 0.24 0.28 0.07 0.23
C 0.2120 -4.4766 -2.1519 -0.44 0.02 0.30 -0.25
C 0.0610 -5.3004 -3.2790 -0.06 -0.06 0.38 -0.24
H 0.5066 -5.0147 -4.2354 -0.15 -0.10 0.35 0.23
C -0.6533 -6.4995 -3.1719 -0.02 0.12 0.24 -0.20
H -0.7521 -7.1401 -4.0487 -0.02 0.15 0.25 0.22
C -1.2322 -6.8744 -1.9528 0.21 0.25 -0.13 -0.20
H -1.7927 -7.8101 -1.8778 0.21 0.35 -0.01 0.23
C -1.0942 -6.0429 -0.8339 0.00 -0.03 0.01 -0.21
H -1.5419 -6.3315 0.1193 0.10 0.07 -0.31 0.22
C -0.3891 -4.8435 -0.9273 0.11 -0.23 -0.74 -0.24
H -0.2919 -4.1843 -0.0611 -0.04 -0.22 -0.19 0.20
C -4.1820 4.9962 5.6195 -0.46 0.55 0.36 -0.66
C -3.5664 3.8450 4.9352 0.45 -0.56 -0.08 0.14
C -2.2930 3.9758 4.3431 0.01 -0.72 -0.22 -0.23
C -1.7000 2.8720 3.7303 0.23 -0.48 -0.19 -0.17
C -2.3660 1.6370 3.7482 -0.28 0.28 -0.08 -0.38
C -3.6472 1.5270 4.3019 0.35 -0.80 -0.21 -0.14
C -4.2357 2.6134 4.9182 0.35 0.03 -0.20 -0.24
S -1.8509 0.1774 2.8754 -0.74 -0.08 0.99 2.34
O -0.3464 0.0354 2.7176 -0.79 -0.34 -0.48 -0.98
O -2.5446 -0.9422 3.4883 1.22 1.48 -1.61 -0.84
O -2.2028 0.5403 1.4027 -0.13 -0.95 0.33 -0.99
H -3.5511 5.3512 6.4386 -0.05 0.03 -0.09 0.24
H -4.3379 5.8224 4.9225 0.02 0.03 0.10 0.24
H -5.1489 4.7066 6.0330 0.05 0.18 0.02 0.23
H -1.7457 4.9224 4.3731 -0.35 -0.29 0.00 0.23
H -0.7233 2.9201 3.2303 -0.37 0.20 0.42 0.22
H -4.1500 0.5580 4.2231 0.09 0.48 0.27 0.25
H -5.2079 2.4555 5.3931 0.32 0.39 -0.19 0.24